Model A:
Molecular formula: C25H24Br2ClN4O3PbSSbSe4
Method: DFT, wB97M-V/def2-TZVPD

Values from the calculation:
M   1300.62 g mol⁻¹

The geometry in ORCA input format:
```
! RIJCOSX wB97M-V def2-TZVPD def2/J DEFGRID3
* xyz -2 1
Pb -1.649 -1.621 1.168
C -1.529 3.377 3.646
C -0.516 2.384 4.138
C 0.467 2.713 5.063
C 1.400 1.767 5.450
C 1.296 0.512 4.872
Br 2.567 -0.824 5.380
N 0.386 0.160 4.000
C -0.509 1.082 3.647
H -1.604 4.229 4.324
H -2.511 2.920 3.537
H -1.258 3.752 2.656
H 0.503 3.713 5.483
H 2.177 1.984 6.168
H -1.259 0.783 2.921
Se -4.618 -2.647 3.078
Sb -4.788 -4.445 1.170
Se -2.334 -2.562 3.587
Se -3.129 -3.205 -0.416
Se -3.618 -6.413 1.954
C 0.240 -4.709 -2.161
C 0.270 -3.487 -3.024
C 0.679 -3.497 -4.350
C 0.673 -2.329 -5.102
C 0.232 -1.186 -4.469
Br 0.176 0.461 -5.451
N -0.164 -1.125 -3.220
C -0.133 -2.254 -2.510
H 0.626 -5.575 -2.701
H -0.779 -4.914 -1.826
H 0.843 -4.542 -1.267
H 1.008 -4.426 -4.802
H 0.988 -2.307 -6.135
H -0.454 -2.192 -1.479
S -3.802 1.613 1.190
C -2.952 2.129 -0.138
N -2.513 1.181 -1.049
C -1.825 1.455 -2.166
C -1.563 2.759 -2.467
C -2.009 3.706 -1.528
N -2.656 3.434 -0.422
H -2.716 0.214 -0.808
H -1.492 0.600 -2.747
H -1.008 3.031 -3.351
H -1.801 4.760 -1.699
C 0.697 2.464 0.635
C 1.512 1.792 -0.430
C 1.847 2.439 -1.606
C 2.588 1.788 -2.581
Cl 3.016 2.654 -4.042
C 2.993 0.482 -2.406
C 2.678 -0.182 -1.225
C 1.954 0.474 -0.234
O 1.628 -0.070 0.961
C 2.263 -1.302 1.320
C 1.678 -2.523 0.579
O 2.455 -3.201 -0.105
O 0.444 -2.733 0.763
H 0.465 3.492 0.357
H 1.225 2.461 1.591
H -0.239 1.925 0.804
H 1.530 3.462 -1.765
H 3.545 -0.026 -3.185
H 2.974 -1.215 -1.094
H 2.068 -1.412 2.386
H 3.336 -1.228 1.136
*
```

=====

Model B:
Molecular formula: C25H24Br2ClN4O3PbSSbSe4
Method: DFT, wB97M-V/def2-TZVPD

Values from the calculation:
M   1300.62 g mol⁻¹

The geometry in ORCA input format:
```
! RIJCOSX wB97M-V def2-TZVPD def2/J DEFGRID3
* xyz -2 1
Pb -0.858 -0.314 0.622
C -0.293 5.105 2.435
C 0.387 3.926 3.069
C 1.327 4.056 4.084
C 1.922 2.929 4.625
C 1.548 1.700 4.102
Br 2.293 0.120 4.858
N 0.682 1.544 3.131
C 0.101 2.635 2.642
H -0.111 6.017 3.005
H -1.369 4.946 2.363
H 0.078 5.263 1.419
H 1.588 5.039 4.460
H 2.643 2.992 5.427
H -0.646 2.463 1.871
Se -4.026 -1.435 2.424
Sb -3.624 -3.571 0.961
Se -1.901 -0.700 3.085
Se -1.911 -2.414 -0.625
Se -2.374 -5.179 2.276
C 1.717 -3.141 -2.845
C 1.436 -1.812 -3.478
C 1.677 -1.542 -4.816
C 1.331 -0.309 -5.349
C 0.741 0.595 -4.490
Br 0.166 2.269 -5.242
N 0.513 0.402 -3.210
C 0.871 -0.789 -2.715
H 2.337 -3.760 -3.497
H 0.778 -3.666 -2.651
H 2.216 -3.015 -1.882
H 2.126 -2.299 -5.450
H 1.496 -0.062 -6.387
H 0.703 -1.001 -1.663
S -3.474 1.875 0.098
C -2.494 3.009 -0.585
N -1.379 2.599 -1.319
C -0.544 3.430 -1.950
C -0.763 4.773 -1.890
C -1.869 5.172 -1.112
N -2.680 4.369 -0.483
H -1.203 1.598 -1.357
H 0.273 2.959 -2.478
H -0.118 5.479 -2.389
H -2.073 6.235 -0.990
C 2.370 3.808 -0.194
C 2.940 2.880 -1.225
C 3.157 3.279 -2.533
C 3.710 2.396 -3.451
Cl 4.007 2.934 -5.090
C 4.043 1.111 -3.082
C 3.832 0.691 -1.774
C 3.276 1.569 -0.849
O 3.040 1.271 0.448
C 3.487 0.003 0.946
C 2.733 -1.216 0.362
O 3.427 -2.057 -0.235
O 1.494 -1.237 0.563
H 2.217 4.803 -0.612
H 3.035 3.886 0.670
H 1.422 3.425 0.187
H 2.906 4.288 -2.841
H 4.463 0.429 -3.809
H 4.070 -0.326 -1.490
H 3.291 0.049 2.014
H 4.560 -0.100 0.764
*
```

=====

Which of them is most stable? Easy: model A.

=====

Model A:
Molecular formula: C12H17N2
Method: DFT, wB97M-V/def2-TZVPD

Values from the calculation:
M   189.28 g mol⁻¹
SMILES   CNc1ccccc1C1=CCC[N@H+]1C

The geometry in ORCA input format:
```
! RIJCOSX wB97M-V def2-TZVPD def2/J DEFGRID3
* xyz 1 1
C -2.104 -1.097 -2.021
N -0.733 -0.631 -1.610
C -0.280 -1.332 -0.446
C -0.291 -2.767 -0.478
C 0.173 -3.465 0.604
C 0.764 -2.827 1.719
C 0.879 -1.464 1.750
C 0.337 -0.683 0.658
C 0.342 0.686 0.920
C 0.381 1.461 1.987
C 0.247 2.926 1.598
C -0.307 2.827 0.107
N 0.130 1.487 -0.344
C 1.381 1.440 -1.197
H -2.283 -0.569 -2.857
H -2.027 -2.094 -2.452
H -2.941 -1.025 -1.284
H -0.248 -0.662 -2.477
H -0.679 -3.198 -1.304
H 0.098 -4.555 0.796
H 1.107 -3.548 2.388
H 1.410 -1.123 2.640
H 0.572 1.315 2.990
H -0.370 3.396 2.395
H 1.231 3.442 1.347
H -1.314 2.669 0.174
H -0.040 3.741 -0.325
H -0.486 1.056 -1.138
H 2.208 1.846 -0.677
H 1.659 0.502 -1.616
H 1.184 2.244 -1.846
*
```

=====

Model B:
Molecular formula: C12H17N2
Method: DFT, wB97M-V/def2-TZVPD

Values from the calculation:
M   189.28 g mol⁻¹

The geometry in ORCA input format:
```
! RIJCOSX wB97M-V def2-TZVPD def2/J DEFGRID3
* xyz 1 1
C -2.685 2.926 -0.199
C -1.918 3.152 0.937
C -2.414 1.834 -1.018
C -0.869 2.309 1.240
C -1.367 0.989 -0.726
C -0.546 1.228 0.394
C -0.070 -2.148 0.330
C 0.591 0.436 0.718
C 1.432 -0.355 -0.253
C -0.589 -3.532 0.114
C 1.713 0.440 -1.535
C 2.761 -0.740 0.412
N 0.708 -1.588 -0.599
N -0.319 -1.434 1.365
H -3.501 3.589 -0.439
H -2.144 3.988 1.581
H -3.033 1.646 -1.881
H -0.270 2.489 2.119
H -1.192 0.121 -1.339
H 1.088 0.687 1.646
H 0.013 -4.232 0.695
H -0.536 -3.816 -0.934
H -1.618 -3.611 0.458
H 2.344 -0.148 -2.195
H 2.240 1.358 -1.291
H 0.800 0.700 -2.060
H 3.322 0.151 0.678
H 3.369 -1.330 -0.270
H 2.581 -1.324 1.312
H 1.057 -2.126 -1.378
H -0.948 -1.661 2.112
*
```

=====

Which of them is most stable? Easy: model B.

=====

Model A:
Molecular formula: C2H7N2O
Method: DFT, wB97M-V/def2-TZVPD

Values from the calculation:
M   75.09 g mol⁻¹

The geometry in ORCA input format:
```
! RIJCOSX wB97M-V def2-TZVPD def2/J DEFGRID3
* xyz 1 1
C -0.870 0.519 -0.134
C 1.368 -0.498 0.032
N 0.626 0.664 -0.007
N -1.290 -0.898 0.003
O 2.632 -0.225 0.229
H -1.332 1.033 0.805
H -1.356 1.017 -0.967
H -0.518 -1.505 -0.384
H 0.982 1.680 -0.133
H -1.373 -1.211 0.964
H -1.936 -1.194 -0.641
H 3.065 0.617 0.232
*
```

=====

Model B:
Molecular formula: C2H7N2O
Method: DFT, wB97M-V/def2-TZVPD

Values from the calculation:
M   75.09 g mol⁻¹
SMILES   CO/[NH+]=C/N

The geometry in ORCA input format:
```
! RIJCOSX wB97M-V def2-TZVPD def2/J DEFGRID3
* xyz 1 1
C -1.620 -0.657 0.484
O -1.254 0.743 0.376
N 0.079 0.750 0.498
C 0.723 0.564 -0.750
N 1.940 0.135 -0.706
H -1.587 -0.961 1.526
H -1.059 -1.204 -0.161
H -2.723 -0.555 0.260
H 0.399 0.165 1.254
H 0.196 0.967 -1.611
H 2.734 0.325 -1.331
H 2.172 -0.272 0.162
*
```

=====

Model C:
Molecular formula: C2H7N2O
Method: DFT, wB97M-V/def2-TZVPD

Values from the calculation:
M   75.09 g mol⁻¹
SMILES   N[C@]1([NH3+])CO1

The geometry in ORCA input format:
```
! RIJCOSX wB97M-V def2-TZVPD def2/J DEFGRID3
* xyz 1 1
N 0.603 0.926 1.031
C -0.048 0.376 -0.054
N -0.796 -0.906 0.415
C 0.331 0.387 -1.467
O -0.816 1.049 -0.964
H 0.106 1.680 1.490
H 1.570 1.178 0.884
H -1.229 -0.706 1.328
H -0.145 -1.693 0.536
H -1.536 -1.153 -0.258
H 1.134 1.036 -1.798
H 0.141 -0.473 -2.098
*
```

=====

Model D:
Molecular formula: C2H7N2O
Method: DFT, wB97M-V/def2-TZVPD

Values from the calculation:
M   75.09 g mol⁻¹

The geometry in ORCA input format:
```
! RIJCOSX wB97M-V def2-TZVPD def2/J DEFGRID3
* xyz 1 1
C 2.800 0.503 0.655
N 1.799 -0.168 0.216
H 3.672 -0.001 0.790
H 2.411 1.557 0.654
H 0.710 0.149 0.338
H 2.085 -1.029 -0.087
C -1.690 -0.421 -0.411
N -2.950 0.045 -0.416
O -0.740 0.177 0.163
H -1.474 -1.410 -0.891
H -3.005 1.063 -0.107
H -3.618 -0.466 -0.904
*
```

=====

Which of them is most stable? Easy: model D.

=====

Model A:
Molecular formula: H2NO3S3
Method: DFT, wB97M-V/def2-TZVPD

Values from the calculation:
M   160.22 g mol⁻¹

The geometry in ORCA input format:
```
! RIJCOSX wB97M-V def2-TZVPD def2/J DEFGRID3
* xyz -1 1
N -0.883 -0.209 -0.606
O 0.839 1.566 -0.171
O 0.012 0.216 1.618
O -1.452 1.909 0.670
S 1.275 -2.032 0.225
S -1.239 -0.060 -2.109
S -0.339 1.029 0.479
H 0.678 -0.854 0.874
H 1.109 -1.567 -0.979
*
```

=====

Model B:
Molecular formula: H2NO3S3
Method: DFT, wB97M-V/def2-TZVPD

Values from the calculation:
M   160.22 g mol⁻¹
SMILES   O=S(=O)([O-])N(S)S

The geometry in ORCA input format:
```
! RIJCOSX wB97M-V def2-TZVPD def2/J DEFGRID3
* xyz -1 1
O -0.086 1.458 1.188
S 0.163 0.018 1.398
O 1.551 -0.433 1.513
O -0.853 -0.489 2.298
N -0.182 -0.962 -0.479
S 1.290 -0.417 -1.348
S -1.563 0.042 -0.981
H 0.795 -0.546 -2.616
H -1.115 1.329 -0.973
*
```

=====

Which of them is most stable? Easy: model B.

=====

Model A:
Molecular formula: C5H8O2S
Method: DFT, wB97M-V/def2-TZVPD

Values from the calculation:
M   132.18 g mol⁻¹

The geometry in ORCA input format:
```
! RIJCOSX wB97M-V def2-TZVPD def2/J DEFGRID3
* xyz 0 1
C -0.229 0.210 -1.126
C -1.438 0.260 -1.672
C -0.350 0.071 0.388
C 0.004 1.301 1.255
C 0.242 -1.235 0.920
O -3.251 0.962 0.286
O -2.734 -1.402 -0.146
S -2.238 -0.038 -0.086
H 0.681 0.442 -1.629
H -1.621 0.455 -2.720
H -0.720 1.495 2.073
H -0.193 2.237 0.680
H 0.977 1.086 1.796
H 0.536 -1.726 -0.056
H -0.514 -1.784 1.431
H 1.105 -0.919 1.490
*
```

=====

Model B:
Molecular formula: C5H8O2S
Method: DFT, wB97M-V/def2-TZVPD

Values from the calculation:
M   132.18 g mol⁻¹
SMILES   O=C1CC[C@H](O)[C@@H]1S

The geometry in ORCA input format:
```
! RIJCOSX wB97M-V def2-TZVPD def2/J DEFGRID3
* xyz 0 1
O -1.255 -1.803 1.014
C -0.478 -0.973 0.589
C 0.658 -0.375 1.404
C 1.225 0.701 0.402
C 0.251 0.882 -0.757
O -0.871 1.462 0.145
C -0.389 -0.617 -0.835
S -1.585 -0.625 -2.015
H 1.485 -1.047 1.522
H 0.315 0.032 2.423
H 2.161 0.404 0.107
H 1.427 1.797 0.737
H 0.535 1.530 -1.581
H -1.455 1.456 -0.526
H 0.397 -1.188 -1.289
H -2.420 -1.635 -1.342
*
```

=====

Model C:
Molecular formula: C5H8O2S
Method: DFT, wB97M-V/def2-TZVPD

Values from the calculation:
M   132.18 g mol⁻¹

The geometry in ORCA input format:
```
! RIJCOSX wB97M-V def2-TZVPD def2/J DEFGRID3
* xyz 0 1
C 1.023 0.340 -0.589
C 0.289 -0.409 -1.401
C 0.197 -0.696 0.096
C 0.877 -1.986 0.585
C -1.156 -0.313 0.684
O -1.134 3.256 -1.323
O 0.281 3.674 0.636
S -0.666 2.851 -0.038
H 1.830 1.157 -0.735
H -0.071 -0.484 -2.353
H 1.581 -2.275 -0.172
H 0.235 -2.832 0.725
H 1.288 -1.670 1.555
H -1.279 -0.107 1.745
H -1.775 -1.169 0.402
H -1.519 0.663 0.184
*
```

=====

Which of them is most stable? Easy: model B.